# 1
{"formula": "H10O11SV", "method": "the ωB97M-V functional and the def2-TZVPD basis", "homo_ev": [-10.45, -10.09], "multiplicity": 2, "total_energy_ev": -59206.4651, "e_lumo_ha": [-0.025, -0.102], "species": ["O", "V", "O", "S", "O", "O", "O", "O", "O", "H", "H", "O", "H", "H", "O", "H", "H", "O", "H", "H", "O", "H", "H"], "positions_angstrom": [[1.89, -0.37, 0.33], [0.44, 0.08, 0.01], [-0.45, -0.44, 1.17], [1.72, 1.71, -2.86], [0.87, 2.76, -3.40], [3.08, 2.27, -2.61], [1.09, 1.17, -1.69], [1.88, 0.72, -3.90], [0.78, -1.40, 3.80], [-0.03, -1.52, 3.31], [0.63, -0.61, 4.32], [-2.92, -2.80, 1.45], [-2.35, -2.40, 2.10], [-3.38, -3.50, 1.93], [0.65, 2.09, 1.22], [0.78, 2.20, 2.16], [0.21, 2.89, 0.94], [-1.48, 0.96, -0.97], [-2.37, 1.14, -0.64], [-1.55, 1.10, -1.92], [0.07, -1.73, -1.33], [-0.32, -2.60, -1.41], [0.76, -1.71, -1.99]], "mulliken_charge": [-0.4359, 1.1673, -0.5470, 1.1744, -0.5488, -0.4540, -0.1869, -0.5374, -0.6014, 0.2959, 0.2926, -0.6082, 0.3099, 0.2991, -0.4629, 0.2722, 0.3094, -0.4561, 0.2717, 0.2918, -0.4450, 0.2758, 0.3233]}


# 2
{"formula": "C6H10O", "method": "the ωB97M-V functional and the def2-TZVPD basis", "homo_ev": -9.47, "smiles": "C[C@H]1C[C@@]2(O)C[C@@H]12", "relative_energy_kj_mol": 127.8, "total_energy_ev": -8429.9161, "e_lumo_ha": 0.036, "species": ["C", "C", "C", "C", "O", "C", "C", "H", "H", "H", "H", "H", "H", "H", "H", "H", "H"], "positions_angstrom": [[2.00, 0.49, -0.12], [0.87, -0.53, -0.23], [-0.02, -0.71, 1.03], [-1.23, -0.31, 0.19], [-2.47, -0.93, 0.29], [-1.06, 1.02, -0.47], [-0.38, -0.19, -1.05], [2.88, 0.05, 0.37], [1.70, 1.35, 0.50], [2.31, 0.88, -1.09], [1.27, -1.49, -0.57], [0.22, -0.06, 1.89], [-0.09, -1.74, 1.37], [-2.97, -0.46, 0.97], [-1.94, 1.35, -1.02], [-0.48, 1.83, -0.02], [-0.60, -0.54, -2.05]], "mulliken_charge": [-1.3929, 0.2354, -0.8431, 0.5878, -0.5179, -0.8641, -0.3808, 0.3873, 0.3039, 0.2988, 0.4002, 0.3024, 0.2647, 0.3602, 0.2908, 0.1778, 0.3894]}


# 3
{"formula": "C22H39FN8O6", "method": "the ωB97M-V functional and the def2-TZVPD basis", "homo_ev": -9.06, "smiles": "C[C@@H](F)c1cccc2nccnc12.CC(N)=O.CC(N)=O.CC(N)=O.CC(N)=O.CC(N)=O.CC(N)=O", "relative_energy_kj_mol": 0.0, "total_energy_ev": -50374.3793, "e_lumo_ha": -0.018, "species": ["C", "C", "F", "C", "C", "C", "C", "C", "N", "C", "C", "N", "C", "H", "H", "H", "H", "H", "H", "H", "H", "H", "O", "C", "N", "C", "H", "H", "H", "H", "H", "O", "C", "N", "C", "H", "H", "H", "H", "H", "O", "C", "N", "C", "H", "H", "H", "H", "H", "O", "C", "N", "C", "H", "H", "H", "H", "H", "O", "C", "N", "C", "H", "H", "H", "H", "H", "O", "C", "N", "C", "H", "H", "H", "H", "H"], "positions_angstrom": [[0.89, -0.38, 2.67], [0.21, -0.31, 1.31], [1.18, -0.25, 0.31], [-0.63, -1.54, 1.09], [-0.05, -2.68, 0.61], [-0.82, -3.86, 0.45], [-2.15, -3.85, 0.78], [-2.78, -2.69, 1.27], [-4.09, -2.73, 1.61], [-4.57, -1.62, 2.09], [-3.81, -0.45, 2.25], [-2.55, -0.36, 1.92], [-2.01, -1.51, 1.43], [0.19, -0.83, 3.36], [1.72, -1.07, 2.59], [1.21, 0.59, 3.02], [-0.40, 0.58, 1.24], [0.99, -2.70, 0.36], [-0.31, -4.73, 0.08], [-2.75, -4.74, 0.66], [-5.61, -1.60, 2.39], [-4.29, 0.42, 2.68], [2.35, -4.65, -0.80], [3.42, -4.18, -1.16], [3.67, -2.85, -1.12], [4.56, -5.05, -1.66], [4.54, -2.44, -1.41], [2.93, -2.25, -0.80], [4.22, -5.60, -2.53], [4.83, -5.75, -0.87], [5.43, -4.46, -1.92], [-3.10, 3.12, -2.71], [-2.55, 2.75, -1.68], [-3.18, 1.90, -0.83], [-1.17, 3.21, -1.28], [-2.78, 1.57, 0.03], [-4.10, 1.58, -1.09], [-1.18, 4.29, -1.19], [-0.47, 2.91, -2.05], [-0.85, 2.77, -0.33], [-1.51, -1.89, 5.32], [-2.48, -1.52, 5.94], [-3.73, -1.58, 5.40], [-2.40, -0.96, 7.34], [-4.56, -1.28, 5.87], [-3.81, -1.95, 4.47], [-1.75, -0.08, 7.33], [-1.95, -1.71, 7.99], [-3.37, -0.67, 7.74], [6.38, -1.56, -1.56], [6.49, -0.35, -1.65], [5.49, 0.50, -1.35], [7.77, 0.30, -2.13], [5.56, 1.50, -1.45], [4.62, 0.11, -1.02], [8.01, -0.07, -3.13], [8.58, 0.01, -1.45], [7.70, 1.38, -2.16], [-5.50, 5.77, -0.89], [-6.23, 4.80, -0.83], [-5.89, 3.60, -1.37], [-7.58, 4.85, -0.15], [-6.48, 2.80, -1.32], [-4.99, 3.54, -1.84], [-8.20, 5.61, -0.63], [-7.44, 5.14, 0.89], [-8.10, 3.90, -0.18], [5.03, 2.66, -3.51], [4.65, 2.20, -4.57], [5.05, 0.98, -5.01], [3.69, 2.94, -5.48], [4.75, 0.58, -5.87], [5.68, 0.46, -4.42], [4.14, 3.89, -5.76], [2.77, 3.14, -4.93], [3.45, 2.38, -6.38]], "mulliken_charge": [-1.2612, 0.5445, -0.3422, 0.6145, -0.6410, -0.8786, -0.5086, 0.3712, -0.5760, -0.5258, -0.4314, -0.3441, 0.7084, 0.2432, 0.3725, 0.3802, 0.1457, 0.2188, 0.5175, 0.4794, 0.4049, 0.4470, -0.6151, 0.7073, -0.0645, -0.9911, 0.1775, 0.1369, 0.2644, 0.2679, 0.2632, -0.7084, 0.7375, -0.1832, -0.8526, 0.0923, 0.2144, 0.2676, 0.2254, 0.2241, -0.6248, 0.6683, -0.3273, -0.9184, 0.1856, 0.2077, 0.2494, 0.2613, 0.3144, -0.7167, 0.6805, -0.2138, -1.0624, 0.1833, 0.0833, 0.2768, 0.3591, 0.3155, -0.6226, 0.6120, -0.2968, -0.8627, 0.1879, 0.1814, 0.2507, 0.2415, 0.2943, -0.6063, 0.6675, -0.3096, -0.8963, 0.1829, 0.1630, 0.2618, 0.2156, 0.3117]}


# 4
{"formula": "C16H40BaF6Hg2N2O26S5", "method": "the ωB97M-V functional and the def2-TZVPD basis", "homo_ev": -0.76, "total_charge": -2, "total_energy_ev": -152974.5447, "e_lumo_ha": 0.057, "species": ["Ba", "Hg", "Hg", "S", "O", "O", "O", "O", "S", "O", "O", "O", "O", "S", "O", "O", "O", "O", "C", "F", "F", "F", "S", "O", "O", "O", "C", "F", "F", "F", "S", "O", "O", "O", "C", "C", "O", "O", "H", "H", "H", "H", "H", "H", "C", "C", "O", "O", "H", "H", "H", "H", "H", "H", "C", "C", "O", "O", "H", "H", "H", "H", "H", "H", "C", "C", "C", "O", "C", "N", "H", "H", "H", "H", "H", "H", "H", "H", "H", "H", "H", "C", "C", "C", "O", "C", "N", "H", "H", "H", "H", "H", "H", "H", "H", "H", "H", "H"], "positions_angstrom": [[4.27, -0.53, 0.63], [0.26, -1.58, 2.37], [-0.37, -2.64, -2.74], [0.64, -0.40, -0.18], [-0.54, -0.44, 0.69], [0.50, -1.31, -1.29], [0.88, 0.98, -0.55], [1.67, -0.79, 0.75], [-1.19, -4.10, 0.40], [-0.22, -3.46, 1.25], [-1.22, -5.52, 0.71], [-2.49, -3.56, 0.59], [-0.87, -3.85, -1.01], [2.08, -3.14, 3.80], [2.46, -1.97, 3.00], [2.51, -3.09, 5.15], [0.67, -3.17, 3.85], [2.42, -4.32, 3.08], [-3.84, 0.24, 4.36], [-4.06, 1.05, 3.39], [-2.93, 0.88, 5.06], [-4.98, 0.02, 5.10], [-3.14, -1.45, 3.63], [-3.10, -2.48, 4.68], [-3.97, -1.90, 2.49], [-1.81, -1.08, 3.16], [4.07, -4.95, -2.59], [4.83, -4.12, -3.34], [3.30, -5.64, -3.34], [4.86, -5.70, -1.80], [2.75, -3.89, -1.53], [1.67, -3.59, -2.52], [2.31, -4.86, -0.55], [3.38, -2.69, -0.89], [-3.84, 0.33, -0.18], [-5.42, -0.06, -0.25], [-5.62, -1.29, 0.44], [-3.00, -0.87, -0.14], [-3.67, 0.96, 0.69], [-3.66, 0.96, -1.05], [-5.85, -0.03, -1.26], [-5.93, 0.73, 0.31], [-6.52, -1.32, 0.80], [-2.10, -0.62, 0.07], [-0.78, 3.31, -2.06], [0.17, 2.95, -3.18], [0.45, 1.57, -3.29], [-0.18, 3.38, -0.82], [-1.65, 2.66, -1.99], [-1.12, 4.34, -2.15], [1.13, 3.44, -3.00], [-0.13, 3.37, -4.14], [0.77, 1.31, -2.43], [0.29, 2.54, -0.74], [4.14, 3.23, 1.68], [3.16, 3.17, 0.44], [3.30, 1.94, -0.25], [4.28, 2.02, 2.32], [3.69, 3.82, 2.47], [5.12, 3.55, 1.34], [3.45, 3.88, -0.34], [2.12, 3.38, 0.67], [2.39, 1.63, -0.35], [5.15, 1.97, 2.70], [-0.64, 1.91, 2.77], [0.79, 1.59, 3.01], [1.39, 2.80, 3.90], [0.61, 3.03, 5.09], [0.01, 4.27, 5.05], [0.70, 0.38, 3.81], [-1.20, 2.13, 3.67], [-1.15, 1.06, 2.33], [-0.93, 2.77, 2.18], [1.35, 1.57, 2.07], [1.41, 3.64, 3.20], [2.42, 2.60, 4.19], [-0.78, 4.39, 4.31], [0.70, 5.11, 5.04], [-0.47, 4.42, 6.01], [0.00, 0.63, 4.50], [1.61, 0.24, 4.22], [-2.44, -0.39, -5.75], [-1.42, -1.09, -4.90], [0.03, -0.93, -5.42], [1.01, -1.70, -4.63], [2.24, -1.73, -5.29], [-1.43, -0.65, -3.51], [-2.51, 0.70, -5.72], [-3.48, -0.70, -5.59], [-2.26, -0.61, -6.80], [-1.79, -2.12, -4.91], [0.32, 0.11, -5.33], [0.07, -1.17, -6.48], [2.44, -1.87, -6.35], [2.76, -2.55, -4.79], [2.90, -0.89, -5.03], [-0.81, 0.14, -3.49], [-2.37, -0.29, -3.45]], "mulliken_charge": [1.7760, 3.3122, 1.8561, 0.5343, -0.3987, 0.4434, -0.7906, -1.3599, 1.1240, -0.9226, -0.7911, -0.6111, -0.6944, 1.0267, -0.6434, -0.7797, -0.5883, -0.6869, 0.5240, -0.2247, -0.2450, -0.2644, 0.9286, -0.7307, -0.6025, -1.3343, 0.3250, -0.2416, -0.1765, -0.1926, 0.7382, -0.9897, -0.5049, -0.5134, 0.1252, -0.7327, -0.3958, -0.1533, 0.1210, 0.0406, 0.2662, 0.3800, 0.2301, -0.1804, -0.1735, -0.6978, -0.5932, -0.6201, -0.0653, 0.4322, 0.2945, 0.4890, 0.1755, 0.3300, -0.6732, -0.2173, -0.4722, -0.4550, 0.2111, 0.5149, 0.4890, 0.0451, 0.2810, 0.2758, -1.3704, 2.1186, -1.0492, -0.3752, -0.8143, -0.3115, 0.5874, -0.3733, 0.5152, -1.1103, 0.5539, 0.3184, 0.2942, 0.3129, 0.2909, 0.2716, 0.2778, -1.7989, 0.4841, -0.6633, -0.0161, -0.8488, -0.0036, 0.3364, 0.4624, 0.4479, 0.1245, 0.2804, 0.4782, 0.3548, 0.0967, 0.2963, 0.1188, 0.1404]}


# 5
{"formula": "C2H4", "method": "the ωB97M-V functional and the def2-TZVPD basis", "homo_ev": -9.88, "smiles": "C=C", "relative_energy_kj_mol": 72.9, "total_energy_ev": -2137.1448, "e_lumo_ha": 0.052, "species": ["C", "C", "H", "H", "H", "H"], "positions_angstrom": [[0.03, 0.16, -0.68], [0.01, 0.01, 0.68], [-0.87, -0.23, -1.11], [0.97, 0.29, -1.32], [-0.81, -0.55, 1.12], [0.67, 0.32, 1.31]], "mulliken_charge": [-0.4385, -0.5396, 0.2196, 0.2321, 0.1815, 0.3450]}


# 6
{"formula": "C2H2Cl3F", "method": "the ωB97M-V functional and the def2-TZVPD basis", "homo_ev": -11.32, "smiles": "FC(Cl)(Cl)CCl", "relative_energy_kj_mol": 24.5, "total_energy_ev": -42391.0205, "e_lumo_ha": 0.025, "species": ["C", "C", "H", "H", "F", "Cl", "Cl", "Cl"], "positions_angstrom": [[0.56, -0.42, -0.36], [-0.54, 0.28, 0.41], [0.51, -1.45, -0.28], [0.35, -0.19, -1.44], [-0.54, 0.29, 1.79], [2.18, -0.01, 0.12], [-0.46, 1.99, -0.11], [-2.06, -0.49, -0.14]], "mulliken_charge": [-0.6680, 0.5449, 0.3722, 0.3626, -0.2024, -0.1407, -0.1306, -0.1379]}